Arrangement 1

The following is a DFT calculation (ωB97M-V/def2-TZVPD) of a molecular structure, C6H13N.

Last column: Löwdin charge in e.
Geometry (Å):
C  -0.7292  -0.9486  0.4941  -0.14
C  -0.3056  -0.2765  -0.7472  -0.33
C  0.2360  -1.7203  1.3405  -0.08
C  0.8295  -0.8435  -1.5775  -0.08
N  -0.7723  0.8733  1.1700  0.09
C  0.1305  1.1628  -0.0213  -0.45
C  -0.0560  2.4438  -0.5892  -0.07
H  -1.7690  -1.2338  0.6073  0.11
H  -1.1670  -0.0549  -1.3802  0.13
H  -0.4647  1.3196  2.0421  0.11
H  -1.7009  1.2443  0.9724  0.11
H  1.1547  1.0015  0.3212  0.12
H  -0.1507  -1.8809  2.3480  0.08
H  0.4228  -2.7038  0.8942  0.09
H  1.2018  -1.2171  1.4165  0.08
H  1.6961  -1.0954  -0.9616  0.07
H  0.5387  -1.7384  -2.1326  0.07
H  1.1474  -0.0833  -2.2978  0.08
H  0.7877  3.0344  -0.9163  0.00
H  -1.0299  2.7170  -0.9827  0.00

Its net charge is 0. As for the molar mass: 99.18 g/mol. For the highest occupied orbital energy, the calculation gives -5.88 eV. The spin multiplicity is 1. As for the HOMO-LUMO gap: 6.7 eV.

***

Arrangement 2

The following is a DFT calculation (ωB97M-V/def2-TZVPD) of 3 unconnected molecules or ions with the total composition C6H13N.

Last column: Löwdin charge in e.
Geometry (Å):
C  0.6800  0.3828  2.3971  -0.12
C  0.1251  -0.7868  2.6448  -0.20
C  -0.4851  -1.0878  0.5130  0.01
N  -0.4924  -0.5231  -2.3394  0.08
C  0.2407  0.5448  -1.6299  -0.55
C  0.4171  -0.4061  -0.4665  -0.28
C  -0.6304  1.7451  -1.2855  -0.10
H  1.1638  -1.2857  -0.8883  0.13
H  -0.1594  1.2886  2.5203  0.15
H  1.7879  0.4642  2.3012  0.03
H  0.6666  -1.6780  2.9333  0.07
H  -0.6988  -0.8078  3.3996  0.09
H  -1.5252  -0.8338  0.4896  0.07
H  -0.1520  -2.1632  0.7390  0.10
H  -0.1711  -0.8041  -3.2374  0.01
H  1.3153  0.9671  -2.0072  0.16
H  1.6983  0.2221  0.5973  0.13
H  -0.9770  2.2535  -2.1786  0.06
H  -0.1390  2.4661  -0.4741  0.12
H  -1.4478  1.2218  -0.8571  0.04

Its net charge is 0. As for the molar mass: 99.18 g/mol. For the highest occupied orbital energy, the calculation gives -6.71 eV. The spin multiplicity is 1. As for the HOMO-LUMO gap: 4.9 eV.

***

Arrangement 3

The following is a DFT calculation (ωB97M-V/def2-TZVPD) of 2 unconnected molecules or ions with the total composition C6H13N.

Last column: Löwdin charge in e.
Geometry (Å):
H  -0.2690  -2.9118  1.7844  0.05
N  -0.1944  -2.0102  2.2590  0.07
C  -0.5186  -1.0225  1.5427  -0.31
C  -1.6572  -1.1108  0.3211  -0.05
H  -0.6302  -0.0828  2.0820  0.09
H  -2.2159  -0.2626  -0.0535  0.04
H  -2.4258  -1.8190  0.6494  0.06
H  -1.0690  -1.5426  -0.4874  0.05
C  -0.4555  1.7881  -0.4402  0.01
C  0.6932  1.1380  -0.6867  -0.45
C  0.9325  0.4529  -2.0034  -0.07
C  1.5723  0.7343  0.4127  -0.09
H  -1.1833  1.9660  -1.2154  0.06
H  -0.6916  2.1614  0.5433  0.06
H  0.2964  0.8604  -2.7832  0.08
H  1.9712  0.5666  -2.3008  0.07
H  0.7369  -0.6165  -1.9297  0.07
H  1.1255  -0.3957  0.7438  0.12
H  2.6221  0.8987  0.1955  0.08
H  1.3604  1.2081  1.3665  0.07

Its net charge is 0. As for the molar mass: 99.18 g/mol. For the highest occupied orbital energy, the calculation gives -9.14 eV. The SMILES is [H]/N=C\C.C=C(C)C. The spin multiplicity is 1. As for the HOMO-LUMO gap: 10.0 eV.

***

Which of them is most stable, and which least? Most stable: arrangement 3; least stable: arrangement 2.

***

Arrangement 1

The following is a DFT calculation (ωB97M-V/def2-TZVPD) of a single C6H13N molecule.

Last column: Löwdin charge in e.
Geometry (Å):
C  -2.9587  -0.2162  -0.1183  -0.04
C  -2.1576  0.9192  -0.2765  -0.11
C  -0.6844  0.7189  -1.0980  -0.20
C  0.1018  -0.4395  -0.5556  -0.16
C  1.0605  -0.1696  0.7378  -0.46
C  2.2575  -1.1404  0.7213  -0.08
N  1.5875  1.1742  0.8147  0.00
H  -3.9808  -0.0871  0.4215  0.07
H  -2.9164  -1.1831  -0.6847  0.07
H  -2.0484  1.7987  0.3315  0.07
H  -0.3920  1.7666  -1.2311  0.08
H  -1.1671  0.5628  -2.0916  0.10
H  -0.7242  -0.8820  -0.0318  0.07
H  0.6484  -0.9499  -1.2140  0.06
H  0.3934  -0.3256  1.5170  0.10
H  2.6536  -1.2612  1.7310  0.07
H  3.0468  -0.7839  -0.0101  0.09
H  1.7556  -2.1756  0.4825  0.11
H  2.6229  1.0689  0.4467  0.10
H  0.9017  1.6047  0.1077  0.06

Its net charge is 0. As for the molar mass: 99.18 g/mol. For the highest occupied orbital energy, the calculation gives -9.00 eV. The SMILES is C=CCC[C@@H](C)N. The spin multiplicity is 1. As for the HOMO-LUMO gap: 10.1 eV.

***

Arrangement 2

The following is a DFT calculation (ωB97M-V/def2-TZVPD) of 2 unconnected molecules or ions with the total composition C6H13N.

Last column: Löwdin charge in e.
Geometry (Å):
C  -1.8341  -0.8103  -0.0707  -0.04
C  -0.8760  -0.8866  0.8965  -0.29
N  -0.4164  -2.0659  1.4307  -0.11
C  -0.1487  -2.0412  2.9047  -0.10
H  -2.4142  -1.7425  -0.3344  0.06
H  -2.2527  0.1574  -0.3331  0.04
H  -0.3563  0.0157  1.2859  0.12
H  -0.9509  -2.8815  1.0973  0.12
H  0.1518  -3.0423  3.2573  0.08
H  0.6711  -1.3199  3.0819  0.08
H  -1.0294  -1.7009  3.4600  0.07
C  2.1594  1.0418  -1.4604  -0.02
C  0.8474  1.3424  -1.5601  -0.23
C  0.3548  2.6109  -2.2475  -0.13
H  2.4996  0.1139  -1.0113  0.04
H  2.9323  1.7364  -1.8390  0.06
H  0.0525  0.6358  -1.2299  0.06
H  -0.1763  3.3043  -1.5699  0.07
H  1.1667  3.1852  -2.7278  0.07
H  -0.3805  2.3473  -3.0301  0.07

Its net charge is 0. As for the molar mass: 99.18 g/mol. For the highest occupied orbital energy, the calculation gives -8.09 eV. The SMILES is C=CNC.C=CC. The spin multiplicity is 1. As for the HOMO-LUMO gap: 9.2 eV.

***

Which of them is most stable, and which least? Most stable: arrangement 2; least stable: arrangement 1.

***

Arrangement 1

The following is a DFT calculation (ωB97M-V/def2-TZVPD) of a single C6H13N molecule.

Last column: Löwdin charge in e.
Geometry (Å):
C  -1.3583  -0.3274  2.8785  -0.01
C  -0.3963  0.3086  2.2401  -0.21
C  0.8021  -0.3738  1.6456  -0.23
C  1.1990  0.1414  0.2602  -0.20
C  0.1803  -0.2587  -0.8163  -0.24
N  0.1581  0.7423  -1.9055  -0.14
C  -0.3060  0.2128  -3.1755  -0.15
H  -2.2254  0.1182  3.3505  0.05
H  -1.2796  -1.4076  2.9572  0.06
H  -0.4744  1.3873  2.1218  0.10
H  1.6294  -0.2297  2.3453  0.11
H  0.6073  -1.4453  1.6044  0.11
H  1.2900  1.2252  0.2928  0.11
H  2.1550  -0.3170  0.0059  0.11
H  -0.8096  -0.3522  -0.3428  0.11
H  0.4261  -1.2154  -1.2667  0.11
H  -0.4393  1.5063  -1.6141  0.10
H  0.3056  -0.6550  -3.4201  0.07
H  -1.3793  -0.0014  -3.2058  0.07
H  -0.0850  0.9415  -3.9557  0.07

Its net charge is 0. As for the molar mass: 99.18 g/mol. For the highest occupied orbital energy, the calculation gives -8.68 eV. The SMILES is C=CCCCNC. The spin multiplicity is 1. As for the HOMO-LUMO gap: 9.9 eV.

***

Arrangement 2

The following is a DFT calculation (ωB97M-V/def2-TZVPD) of a single C6H13N molecule.

Last column: Löwdin charge in e.
Geometry (Å):
C  1.8697  1.5355  -1.4160  -0.07
C  1.1057  0.2545  -1.6207  -0.25
N  -0.1343  0.0177  -1.6602  -0.03
C  -1.1125  0.8101  -0.9847  -0.20
C  -1.2702  -0.2319  0.2431  -0.19
C  -0.1177  -0.6162  1.2042  -0.27
C  -0.5713  -1.6799  2.2259  -0.12
H  2.2153  1.8502  -2.4109  0.08
H  1.2820  2.3532  -0.9936  0.06
H  2.7647  1.3803  -0.8057  0.07
H  1.7134  -0.6291  -1.8293  0.10
H  -0.8811  1.9079  -0.9738  0.11
H  -2.1046  0.7733  -1.4529  0.10
H  -2.1266  0.0802  0.8337  0.09
H  -1.5480  -1.1759  -0.2641  0.11
H  0.2295  0.2704  1.7449  0.10
H  0.7557  -1.0197  0.6701  0.09
H  -0.8505  -2.6251  1.7414  0.07
H  -1.4406  -1.3396  2.8003  0.07
H  0.2214  -1.9159  2.9484  0.07

Its net charge is 0. As for the molar mass: 99.18 g/mol. For the highest occupied orbital energy, the calculation gives -8.95 eV. The SMILES is C/C=N\CCCC. The spin multiplicity is 1. As for the HOMO-LUMO gap: 10.1 eV.

***

Arrangement 3

The following is a DFT calculation (ωB97M-V/def2-TZVPD) of a molecular structure, C6H13N.

Last column: Löwdin charge in e.
Geometry (Å):
C  -1.9217  -1.9625  -0.1798  -0.12
C  -1.2811  -0.5700  -0.1368  -0.26
C  0.1941  -0.6254  -0.5444  -0.23
N  0.9076  0.6618  -0.4511  -0.16
C  2.2981  0.5789  -0.0415  -0.26
C  1.5526  0.9589  1.1741  -0.03
C  0.1335  2.1115  0.2819  -0.06
H  -1.4188  -2.6492  0.5155  0.07
H  -1.8580  -2.3992  -1.1863  0.07
H  -2.9819  -1.9180  0.1003  0.07
H  -1.8282  0.1118  -0.8024  0.11
H  -1.3588  -0.1579  0.8797  0.11
H  0.2641  -0.9639  -1.5922  0.13
H  0.6977  -1.3864  0.0808  0.11
H  2.9570  1.3129  -0.5208  0.10
H  2.6736  -0.4432  -0.1316  0.11
H  1.1735  0.0626  1.7025  0.05
H  -0.2994  2.2800  1.2774  0.06
H  0.7937  2.9368  0.0118  0.07
H  -0.6977  2.0605  -0.4369  0.06

Its net charge is 0. As for the molar mass: 99.18 g/mol. For the highest occupied orbital energy, the calculation gives -7.42 eV. The spin multiplicity is 1. As for the HOMO-LUMO gap: 8.4 eV.

***

Arrangement 4

The following is a DFT calculation (ωB97M-V/def2-TZVPD) of a single C6H13N molecule.

Last column: Löwdin charge in e.
Geometry (Å):
C  -0.6017  -0.6757  2.2007  -0.11
C  -1.2334  -0.2751  0.8177  -0.18
C  -0.1251  0.1432  -0.3456  -0.22
C  0.2970  1.4642  -0.3711  -0.16
N  -0.6548  2.5049  -0.0139  -0.03
C  0.7436  -1.0051  -0.8119  -0.27
C  1.3279  -0.9181  -2.2461  -0.10
H  -1.4105  -1.1076  2.7426  0.04
H  0.1715  -1.4375  2.1020  0.06
H  -0.0906  0.0739  2.8676  0.08
H  -1.7367  -1.1078  0.4263  0.06
H  -2.0290  0.5243  1.0540  0.10
H  1.1973  1.8654  -0.9916  0.14
H  -0.2107  3.3889  0.3815  0.09
H  -1.4951  2.3576  0.6386  0.09
H  1.4573  -1.1135  -0.0600  0.07
H  0.2188  -1.9775  -0.5774  0.12
H  2.4184  -0.5815  -2.2354  0.09
H  0.7015  -0.2410  -2.8905  0.08
H  1.0541  -1.8820  -2.6877  0.06

Its net charge is 0. As for the molar mass: 99.18 g/mol. For the highest occupied orbital energy, the calculation gives -7.65 eV. The SMILES is CCC(=CN)CC. The spin multiplicity is 1. As for the HOMO-LUMO gap: 8.7 eV.

***

Which of them is most stable, and which least? Most stable: arrangement 1; least stable: arrangement 3.